# CH4N2OS2

A single CH4N2OS2 molecule in a non-equilibrium geometry (the ωB97M-V functional and the def2-TZVPD basis, OMol25).

CARTESIAN COORDINATES (ANGSTROEM)
O  0.12781  1.37225  0.04494
C  0.06412  0.20584  0.04748
N  -1.16693  -0.51635  0.09605
S  -2.77318  -0.06053  -0.12642
N  1.12912  -0.68446  -0.06993
S  2.71570  -0.08167  0.05834
H  -1.01504  -1.36660  0.57795
H  -3.07850  0.58382  1.00168
H  0.98369  -1.65306  -0.31669
H  2.88699  0.90369  -1.00087

Properties
Gap between HOMO and LUMO: 9.88 eV
Relative energy (zero: lowest compared OMol25 entry of this formula, charge and spin): 14.70 kcal per mole
Energy: -1021.60421 Eh
Highest occupied orbital energy: -9.44 eV
SMILES: O=C(NS)NS